{"formula": "C5H5Br15", "method": "ωB97M-V/def2-TZVPD", "symbols": ["C", "Br", "Br", "Br", "H", "C", "Br", "Br", "Br", "H", "C", "Br", "Br", "Br", "H", "C", "Br", "Br", "Br", "H", "C", "Br", "Br", "Br", "H"], "coordinates": [[3.57989, 4.16565, -3.04470], [5.33468, 3.28700, -3.16099], [3.63054, 5.91186, -3.98152], [3.03411, 4.33147, -1.16280], [2.82623, 3.56196, -3.55034], [-0.55667, -0.21531, 0.01652], [-2.24930, -1.30663, 0.12844], [-0.17148, 0.66945, 1.74096], [-1.07718, 1.06028, -1.37948], [0.24658, -0.92920, -0.16580], [-2.71855, -5.96685, 4.45156], [-3.08938, -7.58791, 3.36333], [-1.25077, -6.36582, 5.81625], [-4.36119, -5.27853, 5.33706], [-2.45570, -5.08868, 3.86178], [-5.73064, 4.26633, -2.19214], [-6.77400, 2.88331, -3.15041], [-5.65929, 3.88464, -0.30256], [-6.48548, 6.07629, -2.38866], [-4.69679, 4.25776, -2.53736], [5.81173, -2.37936, 0.54185], [5.39793, -0.69900, 1.30272], [6.47756, -2.12362, -1.34698], [4.30283, -3.65796, 0.65422], [6.63438, -2.75715, 1.14900]], "de_lowest_kcal_mol": 31.6, "charge": 0, "homo_ev": -10.27, "gap_ha": 0.3556, "max_force_ev_per_a": 2.00}



{"formula": "C34H45BrIOPPdSi4Te", "method": "ωB97M-V/def2-TZVPD", "symbols": ["Pd", "O", "C", "C", "C", "C", "C", "C", "C", "P", "C", "C", "C", "C", "C", "C", "C", "C", "C", "C", "C", "C", "H", "H", "H", "H", "H", "H", "H", "H", "H", "H", "H", "H", "H", "H", "Br", "C", "C", "C", "C", "C", "C", "I", "H", "H", "H", "H", "C", "Si", "C", "C", "Si", "Te", "Si", "C", "C", "C", "Si", "C", "C", "C", "H", "H", "H", "H", "H", "H", "H", "H", "H", "H", "H", "H", "H", "H", "H", "H", "H", "H", "H", "H", "H", "H", "H", "H", "H", "H", "H"], "coordinates": [[0.12271, 0.91311, -0.02238], [2.89997, 0.05490, 0.37524], [2.19933, 0.98361, 0.01553], [2.86538, 2.27258, -0.42171], [4.21655, 2.29737, -0.75034], [4.79558, 3.46385, -1.22236], [4.02927, 4.61582, -1.36046], [2.68475, 4.60531, -1.01798], [2.09920, 3.43443, -0.54698], [0.36580, 3.28186, -0.02889], [-0.44646, 4.78256, -0.67557], [-0.90193, 5.82505, 0.12603], [-1.55818, 6.90992, -0.44268], [-1.75783, 6.96972, -1.81326], [-1.30615, 5.93298, -2.62147], [-0.66570, 4.84428, -2.05404], [0.42151, 3.59661, 1.77074], [1.47935, 4.24699, 2.39761], [1.46544, 4.44216, 3.77253], [0.39251, 3.99638, 4.52941], [-0.66982, 3.34957, 3.91104], [-0.65135, 3.14535, 2.54075], [4.79033, 1.38608, -0.63802], [5.84480, 3.47881, -1.48941], [4.48157, 5.52595, -1.73363], [2.09278, 5.50750, -1.11531], [-0.75043, 5.79272, 1.19727], [-1.90951, 7.71342, 0.19213], [-2.26434, 7.81961, -2.25236], [-1.45896, 5.97103, -3.69282], [-0.32709, 4.02864, -2.68516], [2.32325, 4.59387, 1.81369], [2.29761, 4.94120, 4.25244], [0.38699, 4.14478, 5.60160], [-1.50581, 2.99194, 4.49830], [-1.47242, 2.62447, 2.05907], [-5.49138, 0.73186, 1.68222], [-5.00757, 2.03801, 0.40349], [-5.77537, 3.19322, 0.33265], [-5.44861, 4.18741, -0.57372], [-4.35517, 4.03131, -1.41312], [-3.59566, 2.87593, -1.34859], [-3.91945, 1.87034, -0.44338], [-2.66156, 0.20727, -0.35906], [-6.62085, 3.30635, 0.99677], [-6.04747, 5.08730, -0.61709], [-4.08572, 4.80999, -2.11410], [-2.73309, 2.75298, -1.99008], [-1.92467, -4.61277, 2.48456], [-1.55811, -4.89705, 0.66711], [-1.40119, -6.74242, 0.34043], [-2.95858, -4.19477, -0.36779], [0.47232, -3.88294, 0.05709], [0.39565, -1.58665, 1.08307], [0.75602, -3.63037, -2.25733], [-0.50450, -2.41630, -2.92937], [2.48134, -2.96462, -2.57791], [0.54097, -5.30079, -3.09652], [2.32403, -4.82903, 1.14953], [2.73000, -6.48972, 0.36288], [3.78793, -3.67146, 0.97257], [1.91413, -5.07372, 2.96468], [-2.91051, -5.01628, 2.73146], [-1.92343, -3.54912, 2.73071], [-1.18849, -5.10263, 3.12389], [-2.34640, -7.24958, 0.55209], [-0.63421, -7.18810, 0.97764], [-1.13563, -6.94710, -0.69877], [-3.91915, -4.58159, -0.01701], [-2.85124, -4.47030, -1.41933], [-2.99550, -3.10515, -0.30794], [-0.44360, -1.46843, -2.39021], [-1.52544, -2.79341, -2.84071], [-0.30927, -2.21141, -3.98548], [2.68024, -2.08329, -1.96302], [2.59236, -2.67734, -3.62680], [3.24420, -3.71328, -2.35370], [-0.47612, -5.67708, -2.96410], [1.23024, -6.04444, -2.69072], [0.72817, -5.22205, -4.17064], [3.01971, -6.36654, -0.68321], [1.87756, -7.17110, 0.39742], [3.56354, -6.96836, 0.88380], [4.10457, -3.58975, -0.06878], [4.63602, -4.04437, 1.55364], [3.55375, -2.66421, 1.32519], [1.17222, -5.86349, 3.10126], [1.52188, -4.15610, 3.40740], [2.81243, -5.35926, 3.51833]], "charge": 0, "homo_ev": [-5.42, -7.43], "gap_ha": [0.2164, 0.2186], "spin_multiplicity": 3, "s_squared": 2.01, "max_force_ev_per_a": 0.56}



{"formula": "CHN3OS", "method": "ωB97M-V/def2-TZVPD", "symbols": ["C", "N", "N", "N", "O", "S", "H"], "coordinates": [[-0.16018, -0.14596, 1.88713], [0.22782, 0.50855, -1.48751], [0.45795, 1.57905, -1.71932], [-0.20161, -0.53395, -1.11630], [0.64558, -0.97360, 1.85836], [-1.22193, 0.96521, 1.91891], [0.25235, -1.39929, -1.34126]], "de_lowest_kcal_mol": 36.4, "charge": 0, "homo_ev": -10.29, "gap_ha": 0.4051, "max_force_ev_per_a": 3.39}